Below is a 12-piece molecular cluster, C42H114N6O12 overall at a distorted geometry, with properties calculated with ωB97M-V/def2-TZVPD.

Summary:
HOMO ... -8.784 eV
Frontier orbital gap ... 0.3401 Eh
LUMO level ... 0.5 eV
SMILES ... COC[C@H](C)N.COC[C@H](C)N.COC[C@H](C)N.COC[C@H](C)N.COC[C@H](C)N.COC[C@H](C)N.CC(C)O.CC(C)O.CC(C)O.CC(C)O.CC(C)O.CC(C)O
Molecular weight ... 895.40 g/mol

XYZ file:
```
174
Properties=species:S:1:pos:R:3:mulliken_charge:R:1
C -2.384 -27.220 6.656 -0.048
C -2.132 -28.678 7.120 0.653
C -3.066 -29.642 6.481 -1.538
O -0.810 -28.929 6.641 -0.485
H -1.679 -26.498 7.001 -0.369
H -3.394 -26.990 6.968 0.126
H -2.307 -27.214 5.587 0.349
H -2.097 -28.781 8.230 0.116
H -2.813 -30.752 6.662 0.358
H -3.088 -29.530 5.415 0.378
H -4.058 -29.505 6.978 0.340
H -0.251 -28.657 7.350 0.145
C 2.653 -22.790 13.969 -0.961
C 1.193 -22.691 13.527 0.508
C 0.779 -21.292 13.091 -1.230
O 0.917 -23.637 12.549 -0.225
H 2.803 -21.986 14.679 0.522
H 3.373 -22.638 13.144 -0.023
H 2.898 -23.747 14.532 0.164
H 0.478 -22.926 14.354 0.301
H -0.239 -21.348 12.659 0.100
H 1.407 -21.033 12.263 0.311
H 0.885 -20.541 13.869 0.503
H 1.278 -23.280 11.720 0.172
C -6.154 -20.558 8.404 -0.617
C -5.621 -20.112 7.035 0.431
C -5.106 -21.260 6.251 -0.452
O -6.695 -19.441 6.365 -0.587
H -7.003 -21.207 8.174 0.139
H -6.463 -19.719 8.969 0.519
H -5.316 -21.044 8.934 -0.115
H -4.727 -19.513 7.058 0.149
H -4.337 -21.841 6.857 -0.427
H -4.658 -21.011 5.265 0.556
H -5.897 -22.092 6.201 0.237
H -6.398 -19.252 5.452 0.368
C -4.727 -22.226 13.380 -1.517
C -3.802 -22.210 12.109 0.140
C -3.037 -23.578 12.059 -0.600
O -4.532 -21.894 10.939 -0.284
H -4.036 -22.513 14.169 0.454
H -5.491 -23.017 13.265 0.351
H -5.213 -21.227 13.589 0.308
H -3.137 -21.405 12.276 0.393
H -2.195 -23.518 11.370 -0.356
H -3.741 -24.363 11.707 0.294
H -2.650 -23.894 13.011 0.620
H -5.334 -22.450 10.921 0.157
C -1.886 -20.050 7.761 -0.676
C -0.784 -19.072 8.126 0.442
C -0.901 -18.795 9.623 -1.586
O 0.519 -19.551 7.709 -0.304
H -2.205 -19.972 6.737 0.466
H -2.752 -19.833 8.410 0.267
H -1.659 -21.043 7.976 -0.328
H -0.893 -18.083 7.724 0.416
H -0.920 -19.710 10.189 0.228
H -1.847 -18.265 9.839 0.457
H -0.164 -18.051 9.944 0.442
H 1.238 -18.873 7.814 0.105
C -5.712 -25.447 8.373 -1.654
C -6.373 -24.063 8.427 2.220
C -7.588 -24.182 7.560 -1.720
O -6.722 -23.613 9.739 -0.475
H -4.684 -25.483 8.799 0.118
H -5.599 -25.786 7.366 0.376
H -6.280 -26.109 8.930 0.714
H -5.673 -23.352 8.031 -1.071
H -8.183 -25.055 7.923 0.483
H -7.369 -24.329 6.526 0.407
H -8.255 -23.309 7.716 0.354
H -7.393 -24.196 10.120 0.284
C 3.895 -20.483 7.810 0.101
C 4.047 -19.421 6.739 0.161
C 3.586 -19.745 5.343 -0.443
O 4.503 -20.686 4.717 -0.362
C 3.946 -21.093 3.502 -0.350
N 3.322 -18.227 7.163 -0.497
H 4.367 -21.473 7.582 -0.217
H 2.842 -20.695 7.967 -0.547
H 4.228 -20.028 8.816 0.374
H 5.108 -19.180 6.475 0.276
H 3.525 -18.851 4.749 0.581
H 2.625 -20.195 5.412 0.168
H 3.016 -21.544 3.580 -0.126
H 4.709 -21.750 3.039 0.280
H 3.759 -20.208 2.869 0.361
H 3.923 -17.640 7.724 0.253
H 3.145 -17.596 6.368 0.217
C 6.519 -22.302 11.263 -1.491
C 6.282 -23.526 10.449 0.223
C 5.460 -24.557 11.209 0.027
O 6.063 -24.957 12.422 -0.455
C 5.322 -25.958 13.137 -0.576
N 5.435 -23.109 9.277 -0.050
H 7.069 -22.450 12.186 0.375
H 5.595 -21.889 11.585 0.294
H 7.021 -21.544 10.609 0.366
H 7.210 -24.051 10.201 0.324
H 5.134 -25.397 10.637 0.387
H 4.519 -24.045 11.572 -0.215
H 4.401 -25.575 13.588 0.091
H 5.969 -26.274 13.950 0.321
H 5.156 -26.728 12.440 0.343
H 5.219 -23.912 8.699 -0.164
H 5.961 -22.430 8.708 0.355
C 0.528 -22.427 2.473 -1.533
C -0.092 -22.093 3.831 0.460
C -0.835 -23.253 4.526 1.333
O -1.721 -23.876 3.584 -0.467
C -3.058 -23.648 3.939 -0.490
N 0.859 -21.390 4.720 -0.357
H -0.210 -22.863 1.751 0.352
H 1.240 -23.216 2.585 0.205
H 1.023 -21.470 2.166 0.339
H -0.912 -21.361 3.585 0.269
H -1.373 -22.961 5.438 -0.063
H 0.000 -23.924 4.771 -0.937
H -3.642 -24.245 3.209 0.384
H -3.438 -22.617 3.951 0.226
H -3.263 -24.060 4.953 0.036
H 0.390 -20.988 5.519 -0.051
H 1.488 -22.069 5.134 0.071
C 0.787 -28.561 9.806 -1.001
C 1.111 -27.858 11.096 0.382
C 2.640 -27.948 11.369 -0.731
O 3.064 -29.285 11.387 -0.385
C 2.826 -29.892 12.630 -0.902
N 0.775 -26.455 11.080 -0.104
H 1.061 -27.916 8.957 -0.161
H -0.277 -28.845 9.833 0.439
H 1.424 -29.380 9.904 0.325
H 0.591 -28.361 11.935 0.515
H 2.788 -27.371 12.273 0.592
H 3.206 -27.307 10.661 -0.030
H 2.050 -29.367 13.175 0.384
H 3.721 -30.068 13.144 0.294
H 2.350 -30.876 12.438 0.288
H -0.239 -26.334 11.133 0.161
H 1.047 -25.973 11.969 -0.095
C 1.660 -23.980 7.400 0.073
C 1.095 -23.204 8.537 0.636
C -0.304 -23.679 9.013 -1.154
O -1.317 -23.617 7.994 1.258
C -2.572 -23.983 8.457 -1.097
N 1.851 -23.254 9.781 0.650
H 1.620 -25.059 7.675 0.387
H 2.674 -23.644 7.111 0.346
H 0.969 -23.705 6.585 -0.891
H 1.039 -22.144 8.215 -1.150
H -0.512 -23.041 9.856 0.225
H -0.132 -24.693 9.439 -0.055
H -3.159 -24.370 7.651 0.098
H -3.005 -23.111 8.980 0.135
H -2.441 -24.770 9.249 0.265
H 1.965 -24.282 10.016 -0.180
H 2.801 -22.925 9.724 -0.104
C 4.704 -26.334 6.453 -1.334
C 4.357 -25.734 5.076 0.293
C 2.874 -25.985 4.699 0.094
O 2.579 -27.361 4.986 -0.442
C 1.240 -27.726 4.771 -0.421
N 4.563 -24.268 5.204 -0.317
H 4.353 -25.639 7.224 0.057
H 5.783 -26.473 6.676 0.379
H 4.124 -27.234 6.576 0.458
H 5.078 -26.139 4.294 0.307
H 2.573 -25.769 3.667 0.497
H 2.254 -25.371 5.306 -0.375
H 0.923 -27.270 3.802 0.280
H 0.566 -27.365 5.588 0.086
H 1.142 -28.805 4.804 0.265
H 4.735 -23.833 4.264 0.139
H 5.312 -24.110 5.852 0.172
```